1.
89
Properties=species:S:1:pos:R:3:forces:R:3 method="wB97M-V/def2-TZVPD" mol_weight_g_mol=788.012 e_homo_ev="-13.3 / -13.4" charge=+2 lumo_ev="-5.36 / -5.10" spin_multiplicity=3
V 1.266 0.473 -1.123 0.6 -1.1 -0.1
O 1.344 0.058 0.801 -0.1 0.2 -0.1
P 0.503 -0.821 1.727 0.0 0.0 0.1
C 0.429 -2.473 0.973 -0.1 0.0 0.1
P -0.143 -2.507 -0.754 0.0 0.0 0.0
O 0.481 -1.327 -1.507 0.0 0.3 0.0
C 0.411 -4.041 -1.454 0.0 0.0 0.0
C 1.772 -4.199 -1.733 0.0 0.0 0.0
C 2.231 -5.390 -2.261 0.0 0.0 0.0
C 1.337 -6.428 -2.508 0.0 0.0 0.0
C -0.013 -6.274 -2.233 0.0 0.0 0.0
C -0.481 -5.081 -1.705 -0.1 0.0 0.0
C -1.923 -2.425 -0.790 0.0 0.0 0.0
C -2.722 -2.928 0.235 0.0 0.0 0.0
C -4.101 -2.836 0.144 0.0 0.0 0.0
C -4.684 -2.249 -0.973 0.0 0.0 0.0
C -3.891 -1.760 -2.002 0.0 0.0 0.0
C -2.512 -1.847 -1.915 0.0 0.0 0.0
C -1.154 -0.200 1.916 0.0 0.0 0.0
C -1.791 0.340 0.800 0.1 0.0 -0.1
C -3.095 0.789 0.888 0.0 0.0 0.1
C -3.769 0.695 2.100 0.0 0.0 0.0
C -3.140 0.164 3.218 0.0 0.0 0.0
C -1.831 -0.283 3.132 0.1 0.0 0.0
C 1.287 -0.960 3.314 0.0 0.0 0.0
C 1.112 -2.076 4.131 0.0 -0.1 0.0
C 1.695 -2.108 5.387 0.0 0.0 0.0
C 2.450 -1.027 5.826 0.0 0.0 0.0
C 2.627 0.085 5.013 0.0 0.0 0.0
C 2.047 0.124 3.755 0.0 0.0 0.0
H -0.195 -3.140 1.573 0.0 0.0 0.0
H 1.447 -2.874 0.986 0.0 0.0 0.0
H 2.466 -3.385 -1.554 0.0 0.0 0.0
H 3.282 -5.516 -2.485 0.0 0.0 0.0
H 1.698 -7.359 -2.923 0.0 0.0 0.0
H -0.703 -7.082 -2.434 0.0 0.0 0.0
H -1.538 -4.959 -1.502 0.0 0.0 0.0
H -2.287 -3.393 1.112 0.0 0.0 0.0
H -4.721 -3.224 0.940 0.0 0.0 0.0
H -5.761 -2.182 -1.043 0.0 0.0 0.0
H -4.350 -1.317 -2.876 0.0 0.0 0.0
H -1.892 -1.464 -2.717 0.0 0.0 0.0
H -1.256 0.400 -0.143 -0.2 0.1 0.0
H -3.584 1.211 0.021 0.0 0.0 0.0
H -4.789 1.047 2.176 0.0 0.0 0.0
H -3.667 0.109 4.160 0.0 0.0 0.0
H -1.336 -0.678 4.011 0.0 0.0 0.0
H 0.524 -2.925 3.800 0.0 0.0 0.0
H 1.563 -2.973 6.022 0.0 0.0 0.0
H 2.904 -1.054 6.807 0.0 0.0 0.0
H 3.218 0.921 5.359 0.0 0.0 0.0
H 2.186 0.986 3.115 0.0 0.0 0.0
C 0.995 4.403 2.539 0.0 0.0 0.0
C 0.177 4.001 1.343 0.0 0.0 0.0
C -1.167 4.333 1.246 0.0 0.0 0.0
C -1.940 3.955 0.149 0.0 0.0 -0.1
C -3.385 4.361 0.055 0.0 0.0 0.0
C -1.354 3.206 -0.862 0.0 0.0 0.1
C -0.003 2.872 -0.791 0.2 0.0 0.0
C 0.756 3.280 0.301 0.0 0.1 0.0
N 0.626 2.016 -1.748 -0.5 0.6 -0.1
C 0.831 2.375 -3.177 0.0 -0.1 0.1
C 2.059 3.282 -3.252 0.0 0.0 0.0
C 1.076 1.032 -3.880 0.1 0.0 0.1
C -0.364 3.062 -3.822 0.0 0.0 0.0
H 0.516 5.210 3.091 0.0 0.0 0.0
H 1.989 4.739 2.242 0.0 0.0 0.0
H 1.117 3.563 3.226 0.0 0.0 0.0
H -1.628 4.910 2.040 0.0 0.0 0.0
H -3.836 4.457 1.042 0.0 0.0 0.0
H -3.965 3.641 -0.524 0.0 0.0 0.0
H -3.478 5.329 -0.442 0.0 0.0 0.0
H -1.961 2.866 -1.691 0.0 0.0 0.0
H 1.816 3.046 0.333 0.0 0.0 0.0
H 2.946 2.774 -2.869 0.0 0.0 0.0
H 1.897 4.182 -2.658 0.0 0.0 0.0
H 2.248 3.584 -4.283 0.0 0.0 0.0
H 1.853 0.426 -3.377 0.0 0.0 0.0
H 1.452 1.168 -4.893 0.0 0.0 0.0
H 0.158 0.445 -3.924 0.0 0.0 0.0
H -0.591 4.012 -3.341 0.0 0.0 0.0
H -1.253 2.431 -3.807 0.0 0.0 0.0
H -0.118 3.268 -4.865 0.0 0.0 0.0
Cl 6.523 2.173 -1.019 0.0 0.0 0.0
C 6.014 0.532 -1.395 0.0 -0.1 0.0
Cl 6.645 -0.625 -0.223 0.0 0.0 0.0
Cl 6.448 0.084 -3.042 0.0 0.0 0.0
C 4.543 0.492 -1.299 0.0 0.1 0.0
N 3.402 0.479 -1.232 -0.2 0.0 0.1


2.
91
Properties=species:S:1:pos:R:3:forces:R:3 method="wB97M-V/def2-TZVPD" mol_weight_g_mol=890.382 e_homo_ev="-10.9 / -10.9" charge=+1 lumo_ev="-3.47 / -3.53" spin_multiplicity=2
Ru 0.024 -0.002 -0.064 0.0 2.0 1.7
C -1.270 3.469 -0.346 0.0 0.0 0.1
C -2.446 2.974 0.498 0.0 0.0 0.0
S -2.583 1.166 0.531 -0.2 -0.4 -0.1
C -2.685 0.746 2.296 0.1 0.0 -0.1
C -1.537 -0.135 2.775 0.0 0.1 0.1
S 0.139 0.351 2.290 0.0 -0.4 -1.0
C 0.154 2.157 2.517 0.1 0.0 0.1
C 0.886 2.872 1.393 0.0 0.0 0.0
S 0.276 2.543 -0.273 -0.1 -0.4 -0.2
H -1.532 3.449 -1.404 0.0 0.0 0.0
H -1.048 4.506 -0.090 0.0 0.0 -0.1
H -2.397 3.340 1.522 0.0 0.0 0.0
H -3.371 3.351 0.064 0.0 0.1 0.0
H -2.771 1.671 2.865 0.0 0.0 0.0
H -3.613 0.195 2.444 0.0 0.0 0.0
H -1.572 -0.235 3.861 0.0 0.0 0.0
H -1.611 -1.139 2.348 0.0 0.0 0.0
H -0.870 2.496 2.628 0.0 0.0 0.0
H 0.677 2.352 3.455 0.0 0.0 0.0
H 0.870 3.951 1.557 -0.1 0.0 0.0
H 1.925 2.550 1.352 0.0 0.0 0.0
C 5.516 -3.569 0.063 0.0 0.0 0.0
C 4.441 -3.374 1.118 0.0 0.0 0.0
C 4.782 -4.078 2.415 0.0 0.0 0.0
O 3.191 -3.855 0.655 -0.1 0.0 0.1
C 2.484 -2.768 0.102 -0.1 0.1 0.0
C 2.986 -1.546 0.877 0.0 0.1 0.0
O 4.243 -1.975 1.371 0.1 0.0 -0.2
C 3.097 -0.197 0.086 0.0 0.0 0.1
O 1.869 0.506 0.243 0.4 -0.3 -0.3
C 4.049 0.777 0.795 -0.1 0.0 0.1
C 4.176 0.764 2.184 0.0 0.0 0.0
C 4.914 1.739 2.837 0.0 0.0 0.0
C 5.525 2.756 2.115 0.0 0.0 0.0
C 5.380 2.795 0.737 0.0 0.0 0.0
C 4.640 1.817 0.085 0.0 0.0 0.0
C 3.481 -0.401 -1.368 0.0 0.0 0.0
C 4.784 -0.776 -1.689 0.0 0.0 0.0
C 5.145 -1.032 -3.002 0.0 0.0 0.0
C 4.213 -0.900 -4.024 0.0 0.0 0.0
C 2.925 -0.491 -3.720 0.0 0.0 0.0
C 2.567 -0.242 -2.401 0.0 0.1 0.0
C 0.956 -3.072 0.137 0.1 -0.1 0.0
O 0.240 -1.858 0.225 -0.4 -0.5 -0.3
C 0.727 -3.844 -1.165 -0.1 -0.1 0.1
C 0.467 -3.172 -2.350 0.0 0.0 0.0
C 0.396 -3.853 -3.558 0.0 0.0 0.0
C 0.584 -5.225 -3.594 0.0 0.0 0.0
C 0.870 -5.904 -2.416 0.0 0.0 0.0
C 0.955 -5.218 -1.214 0.0 0.0 0.0
C 0.449 -3.826 1.368 0.1 0.0 0.1
C 1.019 -3.647 2.627 0.0 0.0 0.0
C 0.451 -4.222 3.753 0.0 0.0 0.0
C -0.713 -4.971 3.648 0.0 0.0 0.0
C -1.302 -5.138 2.404 0.0 0.0 0.0
C -0.724 -4.570 1.276 0.0 0.0 0.0
H 5.810 -4.619 0.028 0.0 0.0 0.0
H 6.389 -2.967 0.312 0.0 0.0 0.0
H 5.148 -3.277 -0.919 0.0 0.0 0.0
H 4.621 -5.149 2.295 0.0 0.0 0.0
H 4.150 -3.712 3.222 0.0 0.0 0.0
H 5.825 -3.904 2.677 0.0 0.0 0.0
H 2.742 -2.652 -0.954 0.1 0.0 0.0
H 2.307 -1.320 1.704 0.1 0.0 0.1
H 3.711 -0.020 2.767 0.0 0.0 0.0
H 5.019 1.700 3.914 0.0 0.0 0.0
H 6.105 3.514 2.624 0.0 0.0 0.0
H 5.843 3.587 0.164 0.0 0.0 0.0
H 4.519 1.871 -0.990 0.0 0.0 0.0
H 5.521 -0.860 -0.901 0.0 0.0 0.0
H 6.160 -1.332 -3.230 0.0 0.0 0.0
H 4.495 -1.100 -5.049 0.0 0.0 0.0
H 2.197 -0.359 -4.510 0.0 0.0 0.0
H 1.563 0.106 -2.188 0.0 0.0 0.0
H 0.357 -2.099 -2.338 0.0 0.0 0.0
H 0.200 -3.308 -4.473 0.0 0.0 0.0
H 0.525 -5.761 -4.532 0.0 0.0 0.0
H 1.041 -6.972 -2.434 0.0 0.0 0.0
H 1.205 -5.753 -0.307 0.0 0.0 0.0
H 1.923 -3.067 2.740 0.0 0.0 0.0
H 0.924 -4.089 4.718 0.0 0.0 0.0
H -1.153 -5.425 4.526 0.0 0.0 0.0
H -2.212 -5.716 2.306 0.0 0.0 0.0
H -1.192 -4.715 0.311 0.0 0.0 0.0
Cl -3.053 -3.664 -2.547 0.1 0.0 0.0
C -3.420 -2.181 -1.692 0.0 0.2 0.0
Cl -4.833 -1.375 -2.377 0.0 0.0 0.0
Cl -3.651 -2.490 0.038 0.0 0.0 0.1
C -2.282 -1.249 -1.786 0.1 -0.1 0.0
N -1.390 -0.530 -1.744 0.1 -0.4 -0.5


3.
97
Properties=species:S:1:pos:R:3:forces:R:3 method="wB97M-V/def2-TZVPD" mol_weight_g_mol=960.129 e_homo_ev="-10.3 / -10.5" charge=+1 lumo_ev="-3.31 / -3.40" spin_multiplicity=2
Ti 1.315 -0.761 0.631 -1.2 1.3 0.7
N 2.886 -3.841 -1.747 -0.1 0.0 0.1
C 2.779 -5.120 -1.131 -0.1 0.1 0.0
C 3.627 -6.147 -1.501 0.0 -0.1 0.1
C 3.519 -7.379 -0.869 0.0 0.0 0.0
C 2.595 -7.561 0.148 0.0 0.0 0.0
C 1.773 -6.514 0.539 0.0 0.1 0.0
C 1.845 -5.296 -0.123 0.1 -0.2 0.1
S 0.719 -4.007 0.287 0.1 0.2 -0.3
N 1.687 -2.637 -0.131 0.4 -0.7 -0.3
C 2.595 -2.712 -1.046 0.2 0.2 0.0
C 3.442 -1.489 -1.258 -0.2 -0.4 0.0
C 4.487 -1.429 -2.161 0.1 0.2 0.1
C 5.289 -0.292 -2.170 -0.1 0.0 0.1
C 5.030 0.722 -1.265 0.0 0.0 0.0
C 3.950 0.594 -0.406 0.1 0.0 -0.1
N 3.161 -0.478 -0.418 0.5 -0.3 -0.5
H 3.626 -3.771 -2.423 0.0 0.0 0.0
H 4.362 -5.994 -2.282 0.0 0.0 0.0
H 4.167 -8.189 -1.169 0.0 0.0 0.0
H 2.520 -8.517 0.648 0.0 0.0 0.0
H 1.062 -6.645 1.344 0.0 0.0 0.0
H 4.701 -2.237 -2.844 0.0 0.0 0.0
H 6.114 -0.217 -2.864 0.0 0.0 0.0
H 5.643 1.610 -1.217 0.0 0.0 0.0
H 3.699 1.366 0.312 0.0 0.0 0.0
Cl 4.025 -2.734 2.121 0.0 0.1 0.0
C 3.617 -1.211 2.875 0.0 -0.2 -0.1
C 2.569 -0.465 2.356 0.1 0.2 -0.1
C 2.323 0.732 2.996 -0.1 0.2 0.1
Cl 1.023 1.726 2.329 0.2 -0.2 0.1
C 3.020 1.198 4.108 0.0 -0.1 0.0
Cl 2.624 2.695 4.848 0.0 0.0 0.0
C 4.053 0.405 4.605 -0.1 0.1 0.0
Cl 4.948 0.926 5.970 0.0 0.0 0.0
C 4.357 -0.810 3.981 0.1 0.0 0.1
Cl 5.644 -1.771 4.592 0.0 0.0 0.0
C -5.610 3.094 0.855 0.0 0.0 0.0
C -4.585 2.023 0.622 0.0 -0.1 0.0
C -3.224 2.309 0.719 0.1 0.1 0.0
C -2.272 1.321 0.555 0.0 0.0 -0.1
C -2.683 0.019 0.297 0.0 0.1 0.1
C -4.030 -0.294 0.192 0.0 0.1 0.0
C -4.972 0.714 0.343 0.1 0.0 0.0
S -1.485 -1.269 0.216 -0.1 0.1 0.1
O -0.522 -0.966 -0.856 0.0 0.0 0.1
O -2.205 -2.506 0.152 0.1 0.0 -0.1
N -0.518 -1.112 1.495 -0.3 -0.7 -0.3
C -0.839 -1.781 2.706 0.1 0.4 -0.1
C -2.132 -1.875 3.218 0.2 -0.1 0.1
C -2.295 -2.530 4.424 0.1 0.0 0.0
C -1.182 -3.046 5.077 0.0 0.0 0.0
C 0.057 -2.884 4.483 0.0 0.0 0.0
N 0.231 -2.267 3.314 0.0 -0.1 0.2
H -5.196 4.085 0.670 0.0 0.0 0.0
H -5.958 3.069 1.889 0.0 0.0 0.0
H -6.480 2.957 0.214 0.0 0.0 0.0
H -2.909 3.326 0.934 0.0 -0.1 0.0
H -1.215 1.553 0.624 0.0 0.0 0.0
H -4.331 -1.313 -0.007 0.0 -0.1 0.0
H -6.024 0.477 0.250 0.0 0.0 0.0
H -2.978 -1.451 2.702 0.0 0.0 -0.1
H -3.282 -2.629 4.857 0.0 0.0 0.0
H -1.270 -3.558 6.024 0.0 0.0 0.0
H 0.953 -3.267 4.957 0.0 0.0 0.0
C -2.862 5.525 -0.901 0.0 -0.1 -0.1
C -1.811 6.016 0.089 0.1 0.0 0.0
C -0.359 5.789 -0.336 0.0 0.1 0.0
C 0.121 4.348 -0.427 0.0 0.0 0.0
N -0.418 3.680 -1.608 0.0 0.1 -0.1
C -0.032 2.479 -2.047 0.0 -0.3 -0.3
S 1.195 1.603 -1.260 0.3 -0.1 0.1
N -0.583 2.036 -3.186 -0.1 0.2 0.2
C -0.385 0.719 -3.783 0.0 0.0 0.0
C -1.592 0.299 -4.617 0.0 0.0 0.0
C -2.859 -0.067 -3.839 0.1 0.0 0.0
C -3.571 1.098 -3.159 -0.1 0.0 0.0
H -3.866 5.806 -0.580 0.0 0.0 0.0
H -2.855 4.438 -1.021 0.0 0.1 0.0
H -2.708 5.980 -1.884 0.0 0.0 0.0
H -1.974 5.565 1.072 0.0 -0.1 0.0
H -1.948 7.090 0.230 0.0 0.0 0.0
H 0.301 6.280 0.382 -0.1 0.0 0.0
H -0.177 6.286 -1.296 0.0 0.0 0.0
H -0.168 3.782 0.464 0.0 0.1 0.0
H 1.212 4.330 -0.473 0.0 -0.1 0.0
H -0.993 4.237 -2.222 -0.1 0.0 0.1
H -1.237 2.642 -3.658 -0.1 0.0 0.0
H -0.216 0.016 -2.971 0.0 -0.1 0.0
H 0.514 0.738 -4.406 0.0 0.0 0.0
H -1.275 -0.569 -5.199 0.0 0.0 0.0
H -1.823 1.077 -5.354 0.0 0.0 0.0
H -2.614 -0.838 -3.102 0.0 0.0 0.0
H -3.556 -0.529 -4.543 0.0 0.0 0.0
H -2.998 1.514 -2.333 0.1 0.0 0.1
H -4.531 0.780 -2.752 0.0 0.0 0.0
H -3.775 1.901 -3.874 0.0 0.0 0.0